(1)
This record from OMol25 describes the molecule C4H6N2O. The level of theory is ωB97M-V with the def2-TZVPD basis set.

Last column: natural (NBO) charge in e.
Geometry (Å):
1 C 1.499 -0.316 0.961  -0.63
2 C 0.525 0.149 -0.109  -0.04
3 N 0.898 1.522 -0.548  0.15
4 O -0.052 2.166 -0.917  -0.30
5 C -0.050 -0.777 -1.129  -0.28
6 C -0.900 -0.236 -0.308  0.22
7 N -2.157 -0.098 0.206  -0.80
8 H 1.606 0.409 1.774  0.22
9 H 1.182 -1.273 1.382  0.22
10 H 2.488 -0.453 0.509  0.22
11 H 0.215 -1.458 -1.921  0.23
12 H -2.881 -0.485 -0.385  0.39
13 H -2.373 0.850 0.486  0.39

Properties
gap between HOMO and LUMO	8.773	eV
total charge	0
SMILES	C[C@@]1(N=O)C=C1N
ΔE to the lowest compared entry with this formula, charge and spin	114.6	kcal/mol

=====

(2)
This record from OMol25 describes a 2-piece molecular cluster, C20H40O4S overall. The level of theory is ωB97M-V with the def2-TZVPD basis set.

Last column: natural (NBO) charge in e.
Geometry (Å):
1 C -1.276 -6.642 4.967  -0.60
2 C -1.119 -5.128 4.882  -0.40
3 C 0.301 -4.676 4.489  -0.39
4 C 0.328 -3.714 3.299  -0.40
5 C 0.175 -4.411 1.933  -0.40
6 C 1.187 -3.938 0.891  -0.38
7 C 0.818 -2.572 0.309  -0.39
8 C 1.985 -1.814 -0.327  -0.40
9 C 1.780 -0.296 -0.391  -0.39
10 C 3.094 0.469 -0.258  -0.39
11 C 3.036 1.996 -0.406  -0.41
12 C 1.941 2.726 0.396  -0.40
13 C 0.890 3.481 -0.436  -0.41
14 C 0.213 2.715 -1.583  -0.41
15 C -1.194 2.182 -1.282  -0.42
16 C -1.394 1.591 0.108  0.07
17 C -2.448 0.470 0.178  -0.09
18 O -3.422 0.949 1.103  -0.50
19 C -3.135 2.223 1.468  0.97
20 O -3.875 2.930 2.066  -0.58
21 O -1.910 2.570 1.028  -0.50
22 H -0.947 -7.121 4.043  0.20
23 H -0.676 -7.049 5.784  0.20
24 H -2.313 -6.929 5.145  0.21
25 H -1.378 -4.694 5.850  0.20
26 H -1.840 -4.735 4.160  0.19
27 H 0.786 -4.193 5.339  0.20
28 H 0.895 -5.562 4.241  0.19
29 H -0.481 -2.990 3.435  0.20
30 H 1.255 -3.134 3.316  0.20
31 H -0.830 -4.226 1.539  0.20
32 H 0.246 -5.495 2.058  0.20
33 H 2.172 -3.854 1.363  0.19
34 H 1.264 -4.679 0.092  0.20
35 H 0.029 -2.715 -0.437  0.20
36 H 0.376 -1.958 1.102  0.19
37 H 2.137 -2.191 -1.342  0.20
38 H 2.904 -2.037 0.224  0.19
39 H 1.107 -0.008 0.420  0.18
40 H 1.294 -0.031 -1.333  0.19
41 H 3.794 0.075 -1.001  0.20
42 H 3.526 0.227 0.719  0.19
43 H 2.973 2.266 -1.463  0.20
44 H 4.006 2.371 -0.072  0.21
45 H 2.419 3.473 1.033  0.21
46 H 1.455 2.035 1.091  0.19
47 H 1.376 4.367 -0.852  0.20
48 H 0.125 3.858 0.247  0.22
49 H 0.100 3.378 -2.439  0.25
50 H 0.845 1.893 -1.921  0.19
51 H -1.443 1.403 -2.007  0.21
52 H -1.924 2.983 -1.423  0.23
53 H -0.444 1.254 0.516  0.19
54 H -2.941 0.304 -0.780  0.19
55 H -2.047 -0.472 0.550  0.19
56 C -2.618 4.859 -6.284  -0.83
57 S -0.989 4.385 -5.695  1.26
58 O -1.095 4.266 -4.216  -1.00
59 C -0.193 5.962 -6.021  -0.83
60 H -3.280 4.013 -6.114  0.24
61 H -2.964 5.723 -5.717  0.23
62 H -2.569 5.082 -7.349  0.23
63 H -0.717 6.744 -5.473  0.23
64 H -0.202 6.159 -7.093  0.23
65 H 0.834 5.883 -5.669  0.24

Properties
gap between HOMO and LUMO	9.907	eV
total charge	0

=====

(3)
This record from OMol25 describes C8H8Br6F2O6 as an isolated structure in a non-equilibrium geometry. The level of theory is ωB97M-V with the def2-TZVPD basis set.

Last column: natural (NBO) charge in e.
Geometry (Å):
1 C 2.454 0.024 -3.270  -0.14
2 C 2.264 -1.037 -2.163  0.44
3 O 3.448 -0.985 -1.437  -0.51
4 C 4.252 0.040 -1.896  0.98
5 O 5.243 0.375 -1.371  -0.54
6 O 3.738 0.570 -3.021  -0.47
7 F 2.052 -2.280 -2.695  -0.34
8 H 1.626 0.736 -3.184  0.21
9 H 2.387 -0.420 -4.260  0.22
10 H 1.430 -0.838 -1.498  0.16
11 C 2.236 -0.973 1.738  -0.14
12 C 1.357 -2.184 1.957  0.43
13 O 0.103 -1.701 1.564  -0.49
14 C 0.079 -0.355 1.837  0.98
15 O -0.894 0.303 1.869  -0.58
16 O 1.327 0.095 2.038  -0.47
17 F 1.305 -2.493 3.285  -0.34
18 H 2.584 -0.888 0.709  0.21
19 H 3.079 -0.942 2.421  0.22
20 H 1.576 -3.086 1.394  0.18
21 C -6.540 1.547 2.029  -0.50
22 Br -5.129 0.688 1.059  0.09
23 Br -7.103 3.183 1.200  0.10
24 Br -6.051 1.828 3.879  0.09
25 H -7.380 0.873 2.055  0.22
26 C -1.953 1.547 -0.734  -0.50
27 Br -3.376 2.440 -1.651  0.11
28 Br -0.491 2.743 -0.352  0.09
29 Br -1.320 0.013 -1.720  0.05
30 H -2.304 1.176 0.218  0.25

Properties
gap between HOMO and LUMO	10.157	eV
total charge	0
ΔE to the lowest compared entry with this formula, charge and spin	0.0	kcal/mol

=====

(4)
This record from OMol25 describes C14H11BrN4O2ReS2 as an isolated structure in a non-equilibrium geometry. The level of theory is ωB97M-V with the def2-TZVPD basis set.

Last column: natural (NBO) charge in e.
Geometry (Å):
1 Re 0.104 0.838 0.028  1.58
2 C 4.737 2.845 1.701  -0.76
3 S 3.518 4.087 1.210  0.51
4 C 2.159 3.167 0.756  -0.10
5 S 2.209 1.403 0.798  0.13
6 N 1.108 3.805 0.340  -0.30
7 N 0.096 2.980 -0.036  -0.32
8 C -0.967 3.563 -0.484  0.14
9 C -2.041 2.684 -0.909  0.15
10 C -3.276 3.078 -1.364  -0.17
11 C -4.201 2.097 -1.716  -0.06
12 C -3.859 0.756 -1.615  -0.20
13 C -2.602 0.418 -1.156  0.08
14 N -1.714 1.370 -0.803  -0.54
15 H 5.660 3.408 1.828  0.28
16 H 4.896 2.106 0.918  0.25
17 H 4.463 2.383 2.646  0.25
18 H -1.003 4.645 -0.539  0.27
19 H -3.511 4.131 -1.441  0.27
20 H -5.184 2.382 -2.069  0.27
21 H -4.550 -0.026 -1.893  0.28
22 H -2.285 -0.615 -1.073  0.24
23 Br -2.667 -5.344 0.621  0.14
24 C -0.854 -4.899 0.457  -0.15
25 C 0.109 -5.896 0.304  0.09
26 N 1.413 -5.647 0.194  -0.36
27 C 1.807 -4.382 0.230  0.12
28 C 0.913 -3.320 0.368  -0.27
29 C -0.451 -3.585 0.488  -0.14
30 C 1.461 -1.977 0.390  0.81
31 O 2.576 -1.594 0.421  -0.47
32 O 0.433 -0.934 0.362  -0.69
33 H -0.190 -6.937 0.271  0.23
34 H 2.870 -4.195 0.142  0.23
35 H -1.178 -2.797 0.624  0.22

Properties
multiplicity	4
gap between HOMO and LUMO (spin up / spin down)	5.057 / 5.114	eV
total charge	+2

=====

(5)
This record from OMol25 describes the molecule C4H7NS in a non-equilibrium geometry. The level of theory is ωB97M-V with the def2-TZVPD basis set.

Last column: natural (NBO) charge in e.
Geometry (Å):
1 C 0.573 1.686 -1.447  -0.41
2 C 0.053 0.510 -0.900  -0.14
3 C 0.549 -0.708 -0.101  -0.56
4 C 0.056 -0.510 1.209  0.15
5 N -1.243 -0.892 1.393  -0.78
6 S 0.908 0.178 2.472  -0.15
7 H 1.655 1.793 -1.364  0.20
8 H 0.050 2.182 -2.378  0.22
9 H -1.077 0.334 -1.407  0.18
10 H 0.314 -1.569 -0.680  0.24
11 H 1.615 -0.613 -0.048  0.25
12 H -1.627 -0.863 2.316  0.40
13 H -1.825 -1.528 0.934  0.39

Properties
gap between HOMO and LUMO	8.827	eV
total charge	0
SMILES	C=CCC(N)=S
ΔE to the lowest compared entry with this formula, charge and spin	53.0	kcal/mol

=====

(6)
This record from OMol25 describes a 7-piece molecular cluster, C48H49O29P overall in a non-equilibrium geometry. The level of theory is ωB97M-V with the def2-TZVPD basis set.

Last column: Mulliken charge in e.
Geometry (Å):
1 C 1.893 3.161 0.248  -0.22
2 C 3.133 3.833 0.801  -0.58
3 O 4.321 3.606 0.063  -0.50
4 C 4.572 2.257 -0.246  -0.46
5 C 4.717 1.324 0.958  -0.56
6 O 3.953 0.146 0.733  -0.38
7 C 3.084 -0.164 1.794  -0.45
8 C 2.130 -1.253 1.361  -0.80
9 O 1.401 -0.869 0.229  -0.30
10 C 0.147 -0.295 0.539  -0.33
11 P -0.870 -0.314 -0.999  -0.08
12 C -0.894 1.477 -1.419  -0.77
13 C -1.500 2.469 -0.394  -0.08
14 O -2.132 1.769 0.678  0.03
15 C -1.915 2.248 1.928  0.47
16 O -0.837 2.668 2.309  -0.61
17 C -3.129 2.132 2.805  -0.49
18 C -4.443 2.506 2.095  -0.77
19 H 1.664 3.515 -0.754  0.38
20 H 1.061 3.396 0.912  0.28
21 H 1.967 2.074 0.245  -0.10
22 H 2.961 4.904 0.765  0.22
23 H 3.278 3.593 1.857  0.27
24 H 3.828 1.839 -0.925  0.28
25 H 5.511 2.250 -0.793  0.38
26 H 5.758 1.025 1.070  0.41
27 H 4.416 1.792 1.892  0.37
28 H 2.491 0.712 2.086  0.23
29 H 3.665 -0.468 2.671  0.49
30 H 1.490 -1.487 2.216  0.37
31 H 2.708 -2.153 1.145  0.56
32 H 0.273 0.749 0.836  0.20
33 H -0.370 -0.836 1.329  0.44
34 H -2.165 -0.622 -0.540  -0.26
35 H 0.163 1.700 -1.552  0.17
36 H -1.368 1.585 -2.389  0.56
37 H -2.226 3.067 -0.927  0.18
38 H -0.711 3.120 -0.038  0.17
39 H -3.195 1.079 3.084  0.26
40 H -2.984 2.699 3.714  0.39
41 H -5.057 1.636 1.899  0.00
42 H -5.019 3.150 2.757  0.35
43 H -4.266 3.080 1.192  0.26
44 O 2.726 -5.861 5.173  -0.63
45 C 2.470 -4.695 5.402  1.04
46 C 1.368 -3.969 4.793  -0.97
47 C 1.178 -2.680 5.101  0.14
48 O 0.202 -1.943 4.589  -0.53
49 C 2.076 -1.947 6.061  1.11
50 O 1.838 -0.771 6.263  -0.64
51 C 3.165 -2.677 6.685  -1.06
52 C 3.354 -3.968 6.380  0.39
53 O 4.321 -4.705 6.903  -0.57
54 H 0.732 -4.504 4.102  0.52
55 H 0.304 -1.052 4.977  0.37
56 H 3.796 -2.145 7.383  0.44
57 H 4.230 -5.593 6.508  0.37
58 O -0.282 -3.245 0.305  -0.47
59 C 0.203 -4.153 -0.342  1.03
60 C 1.011 -3.953 -1.528  -0.83
61 C 1.496 -5.019 -2.178  0.30
62 O 2.242 -4.927 -3.270  -0.60
63 C 1.228 -6.426 -1.714  0.97
64 O 1.696 -7.338 -2.371  -0.61
65 C 0.435 -6.624 -0.513  -0.96
66 C -0.048 -5.558 0.136  0.11
67 O -0.781 -5.639 1.239  -0.63
68 H 1.192 -2.934 -1.845  0.53
69 H 2.451 -5.841 -3.538  0.33
70 H 0.261 -7.637 -0.182  0.47
71 H -0.999 -4.718 1.479  0.33
72 O 2.479 7.458 1.460  -0.67
73 C 3.551 7.777 1.939  1.04
74 C 4.160 7.091 3.059  -0.94
75 C 5.336 7.508 3.544  0.42
76 O 5.956 6.931 4.561  -0.58
77 C 6.056 8.691 2.952  1.00
78 O 7.111 9.018 3.461  -0.62
79 C 5.458 9.368 1.812  -0.96
80 C 4.283 8.941 1.330  0.31
81 O 3.671 9.501 0.295  -0.57
82 H 3.627 6.246 3.472  0.44
83 H 6.778 7.436 4.699  0.37
84 H 5.991 10.205 1.386  0.42
85 H 2.846 8.998 0.164  0.36
86 O 2.136 -11.355 -4.107  -0.63
87 C 1.711 -10.792 -5.098  1.03
88 C 1.421 -9.370 -5.169  -0.91
89 C 0.941 -8.852 -6.306  0.32
90 O 0.653 -7.565 -6.455  -0.54
91 C 0.685 -9.696 -7.525  0.92
92 O 0.233 -9.142 -8.509  -0.63
93 C 0.994 -11.114 -7.461  -1.06
94 C 1.477 -11.633 -6.325  0.34
95 O 1.785 -12.914 -6.181  -0.56
96 H 1.605 -8.772 -4.286  0.62
97 H 0.323 -7.466 -7.367  0.37
98 H 0.820 -11.710 -8.345  0.42
99 H 2.105 -13.012 -5.264  0.37
100 O -4.317 9.271 -4.287  -0.62
101 C -3.784 8.261 -3.870  1.00
102 C -2.363 7.986 -3.973  -0.91
103 C -1.877 6.833 -3.494  0.27
104 O -0.594 6.507 -3.548  -0.58
105 C -2.763 5.802 -2.849  0.96
106 O -2.237 4.776 -2.456  -0.48
107 C -4.180 6.083 -2.727  -1.05
108 C -4.666 7.238 -3.203  0.39
109 O -5.944 7.573 -3.133  -0.57
110 H -1.736 8.732 -4.440  0.43
111 H -0.516 5.626 -3.138  0.32
112 H -4.805 5.342 -2.249  0.46
113 H -6.019 8.450 -3.554  0.36
114 O -5.342 -0.970 1.150  -0.52
115 C -6.452 -1.098 0.669  1.01
116 C -7.686 -0.990 1.425  -1.09
117 C -8.859 -1.161 0.801  0.44
118 O -10.029 -1.079 1.414  -0.58
119 C -8.943 -1.469 -0.671  1.08
120 O -10.050 -1.624 -1.148  -0.62
121 C -7.709 -1.556 -1.431  -0.94
122 C -6.536 -1.381 -0.807  0.27
123 O -5.366 -1.442 -1.426  -0.55
124 H -7.615 -0.772 2.481  0.44
125 H -10.705 -1.249 0.731  0.37
126 H -7.780 -1.762 -2.490  0.44
127 H -4.686 -1.281 -0.744  0.27

Properties
gap between HOMO and LUMO	6.794	eV
total charge	0
SMILES	CCOCCOCCOCPCCOC(=O)CC.O=C1C=C(O)C(=O)C=C1O.O=C1C=C(O)C(=O)C=C1O.O=C1C=C(O)C(=O)C=C1O.O=C1C=C(O)C(=O)C=C1O.O=C1C=C(O)C(=O)C=C1O.O=C1C=C(O)C(=O)C=C1O
ΔE to the lowest compared entry with this formula, charge and spin	0.0	kcal/mol